{
  "formula": "CH4O",
  "method": "the ωB97M-V functional and the def2-TZVPD basis",
  "smiles": "CO",
  "e_above_lowest_kcal_mol": 6.4,
  "gap_ha": 0.4262,
  "e_homo_ev": -10.6,
  "lumo_energy_ev": 1.04,
  "symbols": ["C", "O", "H", "H", "H", "H"],
  "coordinates": [[0.015, -0.278, -0.281], [0.393, 1.032, 0.365], [0.749, -0.965, -0.013], [-1.021, -0.653, 0.077], [-0.028, -0.097, -1.348], [-0.108, 0.960, 1.200]],
  "forces_ev_per_angstrom": [[-2.091, 2.298, 0.875], [-1.469, -2.052, -0.016], [1.226, -1.405, 0.233], [1.647, 0.720, -0.557], [0.074, -0.100, -0.091], [0.613, 0.539, -0.444]],
  "mulliken_charge": [-0.476, -0.500, 0.243, 0.230, 0.198, 0.305]
}



{
  "formula": "C46H27F15GeN7O4PSTl",
  "method": "the ωB97M-V functional and the def2-TZVPD basis",
  "e_above_lowest_kcal_mol": 0.0,
  "total_charge": 1,
  "gap_ha": 0.2524,
  "e_homo_ev": -10.0,
  "lumo_energy_ev": -3.17,
  "symbols": ["Tl", "C", "C", "C", "C", "N", "C", "C", "C", "C", "C", "C", "N", "C", "C", "C", "C", "C", "N", "H", "H", "H", "H", "H", "H", "H", "H", "H", "H", "H", "O", "C", "O", "C", "C", "C", "C", "C", "C", "N", "O", "O", "H", "H", "H", "H", "C", "N", "C", "N", "C", "N", "C", "P", "C", "C", "H", "H", "H", "H", "H", "H", "H", "H", "H", "H", "H", "H", "F", "C", "C", "C", "F", "C", "F", "C", "F", "C", "F", "Ge", "S", "C", "C", "F", "C", "F", "C", "F", "C", "F", "C", "F", "C", "C", "F", "C", "F", "C", "F", "C", "F", "C", "F"],
  "coordinates": [[1.968, 1.118, 1.152], [4.162, -3.069, 1.844], [3.455, -3.682, 2.863], [2.585, -2.925, 3.630], [2.443, -1.570, 3.358], [3.107, -0.991, 2.358], [3.940, -1.720, 1.625], [1.537, -0.698, 4.171], [1.057, -1.140, 5.401], [0.200, -0.330, 6.115], [-0.130, 0.912, 5.606], [0.432, 1.314, 4.402], [1.231, 0.511, 3.695], [0.152, 2.683, 3.855], [-0.507, 3.652, 4.610], [-0.795, 4.878, 4.041], [-0.376, 5.135, 2.745], [0.314, 4.135, 2.083], [0.555, 2.942, 2.611], [4.857, -3.619, 1.225], [3.558, -4.742, 3.050], [2.005, -3.405, 4.403], [4.452, -1.195, 0.825], [1.355, -2.096, 5.800], [-0.201, -0.659, 7.064], [-0.811, 1.549, 6.149], [-0.777, 3.471, 5.639], [-1.332, 5.626, 4.607], [-0.560, 6.088, 2.269], [0.712, 4.302, 1.089], [-1.366, 2.768, -3.542], [-0.490, 2.748, -2.723], [-0.823, 2.594, -1.379], [0.943, 2.847, -2.939], [1.443, 2.678, -4.229], [2.804, 2.789, -4.453], [3.663, 3.063, -3.395], [3.129, 3.226, -2.128], [1.785, 3.131, -1.882], [4.025, 3.491, -0.993], [5.210, 3.567, -1.219], [3.506, 3.575, 0.106], [0.763, 2.457, -5.041], [3.202, 2.661, -5.449], [4.730, 3.153, -3.537], [1.408, 3.278, -0.880], [-4.585, 3.735, 0.574], [-4.035, 2.442, 0.987], [-4.785, 1.364, 0.337], [-4.806, 1.501, -1.120], [-5.358, 2.806, -1.487], [-4.623, 3.916, -0.877], [-3.291, 4.025, -1.464], [-2.408, 2.474, -1.109], [-2.611, 2.326, 0.691], [-3.535, 1.187, -1.759], [-3.999, 4.537, 1.023], [-5.606, 3.803, 0.946], [-5.812, 1.392, 0.699], [-4.345, 0.403, 0.604], [-6.391, 2.850, -1.143], [-5.346, 2.913, -2.571], [-2.740, 4.861, -1.024], [-3.370, 4.188, -2.538], [-2.036, 3.114, 1.191], [-2.220, 1.363, 1.029], [-3.189, 0.193, -1.464], [-3.596, 1.250, -2.845], [0.620, -3.698, 1.899], [-0.446, -4.247, 1.285], [-0.837, -3.766, 0.048], [-1.978, -4.325, -0.495], [-2.472, -3.873, -1.659], [-2.666, -5.355, 0.124], [-3.769, -5.867, -0.424], [-2.206, -5.850, 1.332], [-2.852, -6.847, 1.934], [-1.089, -5.288, 1.926], [-0.655, -5.746, 3.103], [0.220, -2.289, -0.728], [-0.347, -0.512, 0.284], [-0.125, -2.353, -2.690], [-0.402, -1.251, -3.472], [-0.312, -0.015, -2.959], [-0.754, -1.340, -4.807], [-1.030, -0.236, -5.514], [-0.819, -2.584, -5.409], [-1.158, -2.690, -6.694], [-0.512, -3.715, -4.671], [-0.552, -4.916, -5.250], [-0.169, -3.576, -3.338], [0.119, -4.698, -2.659], [2.113, -2.874, -0.843], [2.977, -1.958, -1.425], [2.549, -0.701, -1.659], [4.267, -2.265, -1.812], [5.061, -1.339, -2.361], [4.727, -3.559, -1.628], [5.963, -3.890, -1.999], [3.895, -4.504, -1.053], [4.337, -5.749, -0.876], [2.610, -4.149, -0.667], [1.859, -5.115, -0.124]],
  "forces_ev_per_angstrom": [[0.186, -0.172, -0.189], [0.100, -0.012, 0.150], [-0.009, 0.035, -0.001], [0.081, 0.024, 0.073], [-0.044, -0.032, 0.035], [-0.044, 0.013, 0.011], [0.084, 0.095, 0.066], [0.026, -0.026, -0.027], [0.009, -0.037, -0.001], [-0.005, 0.002, 0.008], [-0.009, 0.024, 0.053], [-0.011, 0.015, -0.032], [0.003, 0.000, -0.002], [-0.061, -0.054, 0.009], [0.005, -0.007, 0.055], [0.004, 0.012, -0.036], [-0.026, 0.003, -0.007], [0.050, 0.132, 0.011], [-0.081, -0.181, 0.061], [0.021, 0.051, 0.105], [0.034, -0.016, 0.015], [-0.001, -0.008, -0.004], [0.033, 0.012, 0.050], [-0.011, -0.011, 0.000], [-0.018, 0.000, 0.014], [0.003, -0.005, 0.005], [-0.052, -0.028, -0.020], [0.039, 0.031, 0.024], [0.024, 0.001, -0.001], [-0.002, 0.003, -0.079], [0.045, 0.011, 0.149], [-0.422, -0.243, -0.155], [-0.209, -0.040, -0.201], [0.206, 0.092, -0.270], [0.015, 0.038, -0.051], [0.074, -0.006, 0.077], [-0.019, -0.004, -0.011], [0.312, 0.036, -0.236], [-0.188, -0.004, 0.406], [-0.026, -0.130, 0.086], [0.033, 0.040, 0.056], [0.186, 0.293, -0.065], [-0.036, -0.006, 0.015], [0.009, -0.014, -0.004], [0.012, -0.017, -0.012], [0.052, -0.056, -0.115], [0.031, -0.095, -0.025], [-0.137, -0.032, 0.119], [0.117, 0.059, -0.035], [-0.208, -0.063, -0.029], [0.093, -0.036, 0.045], [-0.116, 0.071, -0.051], [0.049, 0.007, -0.032], [-0.184, 0.097, 0.490], [0.244, 0.006, 0.038], [0.389, -0.073, -0.039], [0.019, 0.014, 0.010], [-0.021, -0.005, 0.010], [-0.027, 0.022, -0.020], [0.007, 0.000, 0.009], [-0.005, -0.025, 0.019], [-0.013, 0.012, -0.010], [-0.008, -0.002, 0.000], [0.065, 0.004, -0.031], [-0.093, -0.028, -0.060], [0.011, -0.003, -0.068], [0.066, 0.055, -0.038], [-0.047, -0.016, -0.003], [-0.170, -0.103, -0.130], [-0.017, -0.053, -0.019], [0.128, 0.071, 0.138], [0.014, -0.002, 0.001], [-0.003, -0.012, 0.020], [-0.120, -0.052, -0.038], [0.128, 0.041, 0.028], [-0.132, -0.138, 0.101], [0.093, 0.156, -0.084], [0.032, 0.052, 0.036], [-0.017, 0.043, -0.045], [-0.213, -0.504, -0.288], [-0.124, 0.382, 0.209], [-0.151, 0.019, 0.098], [0.063, -0.149, -0.145], [-0.115, 0.316, 0.132], [-0.051, 0.084, -0.081], [0.066, -0.099, 0.084], [-0.053, -0.020, -0.233], [0.085, 0.026, 0.279], [0.018, -0.160, -0.103], [0.002, 0.176, 0.101], [0.038, -0.073, -0.024], [-0.019, 0.072, -0.022], [0.009, 0.357, -0.139], [0.026, -0.093, -0.034], [-0.005, 0.004, -0.017], [0.077, 0.079, -0.061], [-0.121, -0.133, 0.083], [0.192, -0.034, -0.083], [-0.247, 0.070, 0.100], [-0.049, -0.123, -0.096], [-0.021, 0.104, 0.040], [-0.030, -0.175, -0.053], [0.084, 0.049, -0.067]],
  "mulliken_charge": [0.781, -0.763, -0.651, -0.647, 0.703, -0.304, -0.625, 0.562, -0.729, -0.941, -0.845, 0.763, 0.114, 0.547, -0.788, -0.614, -0.913, -0.229, 0.240, 0.745, 0.430, 0.217, 0.795, 0.405, 0.449, 0.310, 0.341, 0.464, 0.521, 0.418, -0.590, 0.579, 0.674, 0.540, -0.992, -0.629, -0.837, -0.558, 0.840, 1.163, -0.624, -0.589, 0.542, 0.460, 0.559, 0.164, -0.882, 0.054, -0.974, 0.100, -0.815, 0.103, -1.204, 1.117, -0.371, -0.601, 0.381, 0.324, 0.303, 0.447, 0.318, 0.397, 0.408, 0.383, -0.107, 0.262, 0.223, 0.386, 0.673, -0.088, -0.138, 0.259, -0.347, 0.117, -0.297, 0.539, -0.302, -0.395, -0.298, -0.724, -0.382, 0.061, -0.188, 0.600, -0.264, -0.291, 0.516, -0.303, 0.155, -0.294, 0.899, -0.392, 1.257, -0.957, -0.007, -0.263, -0.333, 0.938, -0.342, 0.019, -0.342, 0.596, -0.391]
}



{
  "formula": "C4H8N2O",
  "method": "the ωB97M-V functional and the def2-TZVPD basis",
  "smiles": "N/N=C/[C@H]1C[C@H]1O",
  "e_above_lowest_kcal_mol": 108.7,
  "gap_ha": 0.3674,
  "e_homo_ev": -9.0,
  "lumo_energy_ev": 1.04,
  "symbols": ["C", "C", "C", "C", "N", "N", "O", "H", "H", "H", "H", "H", "H", "H", "H"],
  "coordinates": [[0.441, -0.992, 0.546], [-0.863, -0.585, 0.032], [1.487, -0.990, -0.530], [1.531, 0.096, 0.386], [-1.208, 0.620, 0.217], [-2.323, 1.323, -0.268], [1.435, 1.358, -0.091], [0.442, -1.545, 1.530], [-1.378, -1.467, -0.388], [2.246, -1.683, -0.543], [0.995, -0.793, -1.512], [2.494, 0.161, 1.064], [-3.106, 0.659, -0.595], [-2.766, 2.154, 0.219], [0.572, 1.682, -0.067]],
  "forces_ev_per_angstrom": [[1.148, 1.418, 2.025], [-1.261, -0.322, 0.333], [-1.589, -1.151, -2.168], [2.907, 0.409, 2.444], [-0.960, 2.235, 0.440], [-2.033, -2.427, -0.983], [1.441, 1.174, -0.766], [0.213, 0.242, -1.502], [-0.748, 0.852, -0.401], [1.551, -1.576, -0.115], [0.769, -0.072, 0.674], [-2.253, -1.051, -0.747], [1.462, 1.425, 0.620], [1.773, -1.786, -0.084], [-2.422, 0.629, 0.229]],
  "mulliken_charge": [-0.199, -0.297, -0.719, 0.166, -0.115, -0.643, -0.562, 0.337, 0.391, 0.328, 0.222, 0.259, 0.237, 0.249, 0.344]
}



{
  "formula": "C10H3F9O7S",
  "method": "the ωB97M-V functional and the def2-TZVPD basis",
  "smiles": "O=C(O)CC1=C(S(=O)(=O)C(F)(F)C(F)(F)C(F)(F)C(F)(F)F)C(=O)OC1=O",
  "gap_ha": 0.3315,
  "e_homo_ev": -11.4,
  "lumo_energy_ev": -2.36,
  "symbols": ["O", "C", "O", "C", "C", "C", "S", "O", "O", "C", "F", "F", "C", "F", "F", "C", "F", "F", "C", "F", "F", "F", "C", "O", "O", "C", "O", "H", "H", "H"],
  "coordinates": [[-3.632, -0.483, -0.412], [-2.960, -1.242, 0.253], [-3.497, -2.279, 0.958], [-1.459, -1.056, 0.391], [-0.797, -1.616, -0.811], [0.193, -1.110, -1.535], [1.091, 0.402, -1.292], [2.172, 0.364, -2.223], [0.247, 1.551, -1.386], [1.903, 0.225, 0.376], [3.157, 0.606, 0.221], [1.925, -1.096, 0.629], [1.292, 0.935, 1.631], [2.299, 1.164, 2.476], [0.471, 0.060, 2.227], [0.502, 2.261, 1.508], [-0.715, 2.064, 1.012], [0.312, 2.661, 2.781], [1.223, 3.448, 0.779], [2.252, 3.025, 0.052], [1.658, 4.337, 1.658], [0.344, 4.049, -0.017], [0.469, -2.037, -2.667], [1.240, -1.983, -3.572], [-0.429, -3.110, -2.546], [-1.201, -2.901, -1.450], [-2.080, -3.636, -1.090], [-3.604, -3.034, 0.369], [-1.284, 0.010, 0.413], [-1.095, -1.578, 1.268]],
  "forces_ev_per_angstrom": [[1.021, -1.008, 0.797], [-1.547, 0.824, -0.699], [0.346, 0.397, 0.159], [-0.386, -0.295, -0.383], [0.098, 0.469, 0.151], [0.017, 0.041, 0.335], [0.583, 0.854, -2.471], [0.252, -0.521, 0.486], [-0.545, -0.482, 0.985], [0.057, -0.361, 0.365], [0.184, 0.325, -0.159], [-0.164, -0.306, 0.108], [0.009, -0.012, -0.052], [0.480, 0.143, 0.074], [-0.374, -0.189, 0.062], [0.057, 0.669, 0.710], [-0.175, -0.268, -0.379], [0.045, -0.055, 0.315], [-0.666, 0.293, -0.369], [0.177, -0.094, -0.044], [0.223, -0.052, 0.094], [0.158, 0.053, -0.009], [0.912, -0.164, -1.357], [-0.741, -0.049, 0.953], [-0.008, 0.152, 0.269], [-0.801, -0.709, 0.108], [0.682, 0.385, -0.414], [-0.081, -0.226, -0.148], [0.134, 0.122, 0.257], [0.055, 0.065, 0.257]],
  "mulliken_charge": [-0.529, 0.120, -0.496, 0.535, 0.541, 0.092, 1.677, -0.687, -0.593, 0.520, -0.254, -0.272, 0.658, -0.288, -0.264, 0.576, -0.233, -0.308, 0.696, -0.210, -0.259, -0.247, -0.249, -0.446, -0.314, 0.184, -0.561, 0.367, -0.106, 0.352]
}



{
  "formula": "C3H9O3",
  "method": "the ωB97M-V functional and the def2-TZVPD basis",
  "e_above_lowest_kcal_mol": 17.7,
  "total_charge": -1,
  "gap_ha": 0.2590,
  "e_homo_ev": -3.1,
  "lumo_energy_ev": 3.94,
  "symbols": ["C", "O", "C", "C", "O", "H", "H", "H", "H", "H", "H", "H", "H", "H", "O"],
  "coordinates": [[-0.467, -0.106, -0.625], [0.401, 0.836, -1.080], [-0.697, -0.126, 0.912], [0.651, -0.184, 1.611], [0.727, 0.292, 3.046], [-1.502, -0.199, -1.037], [0.023, -1.120, -0.821], [-1.252, -1.016, 1.247], [-1.288, 0.701, 1.312], [1.194, -1.120, 1.580], [1.256, 0.614, 1.203], [-0.012, 0.908, 3.063], [0.926, -0.040, -3.933], [0.012, 0.333, -2.739], [0.028, 0.228, -3.738]],
  "forces_ev_per_angstrom": [[1.194, -1.073, 0.484], [-1.270, 0.017, -0.234], [0.451, -1.029, 1.187], [0.930, 2.263, 1.128], [-1.151, -0.983, -0.699], [0.186, 0.403, -0.407], [-0.756, 0.108, 0.141], [-0.186, -0.070, -0.449], [0.147, 0.541, -0.292], [-0.230, -0.287, -0.100], [0.314, -0.377, -1.116], [0.094, 0.102, 0.335], [0.163, 0.013, 0.152], [0.592, 0.592, -0.213], [-0.479, -0.222, 0.084]],
  "mulliken_charge": [-0.355, -0.900, -0.650, -0.410, -0.555, 0.226, 0.139, 0.237, 0.440, 0.290, 0.285, 0.292, 0.264, 0.415, -0.719]
}



{
  "formula": "C3H3N3",
  "method": "the ωB97M-V functional and the def2-TZVPD basis",
  "e_above_lowest_kcal_mol": 152.4,
  "gap_ha": [0.2915, 0.2495],
  "e_homo_ev": [-8.3, -8.0],
  "lumo_energy_ev": [-0.32, -1.19],
  "symbols": ["C", "C", "C", "N", "N", "N", "H", "H", "H"],
  "coordinates": [[-0.043, -0.390, 1.044], [-0.040, 0.923, 0.750], [-0.037, 0.063, -1.740], [0.055, -1.442, 0.141], [0.130, -1.056, -1.209], [0.264, 2.099, 0.620], [-0.278, -0.850, 2.062], [0.417, -1.925, -1.821], [-0.466, 2.578, 0.153]],
  "forces_ev_per_angstrom": [[-0.465, -3.052, -0.071], [0.577, 0.141, -0.169], [-0.352, 1.561, -0.512], [-0.006, 1.145, 1.239], [1.036, -2.964, -0.660], [0.363, -1.235, 0.691], [0.391, 1.344, -1.359], [-0.705, 1.824, 1.488], [-0.840, 1.237, -0.647]],
  "mulliken_charge": [-0.077, 0.264, -0.155, -0.621, 0.098, -0.437, 0.325, 0.282, 0.320]
}



Result set for E: -115.7066; -6940.0621; -341.8304; -2206.4983; -345.4054; -280.1379 Eh, one per record in the order listed.